No. 1
17
Properties=species:S:1:pos:R:3:lowdin_charge:R:1 method="wB97M-V/def2-TZVPD" spin_multiplicity=1 homo_energy_ev=-8.162 homo_lumo_gap_ev=3.950
C 0.664 -1.082 -1.855 -0.05
N -0.306 2.336 -0.648 0.21
C -0.715 1.474 0.379 -0.31
C 0.507 -0.069 1.879 0.04
C 0.498 1.054 1.203 -0.15
H 0.059 -0.439 -1.233 -0.04
H 1.696 -0.742 -1.804 0.02
H 0.528 -2.063 -1.408 0.01
H 0.334 -1.102 -2.897 0.02
H -1.413 2.036 1.047 0.16
H -1.290 0.603 0.058 0.10
H 1.188 -0.237 2.708 0.09
H -0.146 -0.942 1.505 0.03
H 1.337 1.740 1.159 0.11
H -1.433 -2.562 0.926 -0.03
H -0.738 1.983 -1.511 0.07
O -0.770 -1.987 0.490 -0.29

No. 2
17
Properties=species:S:1:pos:R:3:lowdin_charge:R:1 method="wB97M-V/def2-TZVPD" smiles="C/C=C/CN.O" spin_multiplicity=1 homo_energy_ev=-8.704 homo_lumo_gap_ev=9.497
C -0.714 2.038 1.610 -0.10
C -0.478 0.800 0.761 -0.17
C -1.262 0.026 0.026 -0.13
C -0.768 -1.157 -0.770 -0.26
N 0.167 -0.792 -1.868 -0.02
H 0.154 2.685 1.554 0.06
H -1.613 2.569 1.308 0.07
H -0.930 1.827 2.669 0.07
H 0.555 0.471 0.811 0.09
H -2.344 0.176 0.091 0.10
H -0.241 -1.802 -0.053 0.11
H -1.524 -1.665 -1.348 0.09
H 1.171 -0.712 -1.840 0.03
H -0.219 0.035 -2.297 0.06
O 2.859 -1.370 -0.563 -0.05
H 1.953 -1.616 -0.409 -0.01
H 3.234 -1.513 0.317 0.05

No. 3
17
Properties=species:S:1:pos:R:3:lowdin_charge:R:1 method="wB97M-V/def2-TZVPD" smiles=C1CCNC1.O spin_multiplicity=1 homo_energy_ev=-9.355 homo_lumo_gap_ev=10.264
C -0.276 1.260 -0.156 -0.18
C -0.283 2.288 1.005 -0.18
C 0.984 3.123 0.776 -0.20
N 1.863 2.179 0.080 -0.12
C 0.994 1.597 -0.948 -0.20
H -1.182 1.326 -0.789 0.11
H -0.216 0.228 0.240 0.11
H -0.227 1.769 1.982 0.11
H -1.193 2.918 1.011 0.11
H 1.450 3.483 1.713 0.12
H 0.746 4.009 0.157 0.11
H 2.674 2.654 -0.336 0.15
H 0.757 2.319 -1.754 0.11
H 1.468 0.714 -1.417 0.12
O 1.869 0.418 1.638 -0.11
H 2.781 0.144 1.885 0.04
H 1.996 1.149 0.992 -0.11

No. 4
17
Properties=species:S:1:pos:R:3:lowdin_charge:R:1 method="wB97M-V/def2-TZVPD" smiles="CC(C)=CN.O" spin_multiplicity=1 homo_energy_ev=-7.705 homo_lumo_gap_ev=8.479
C -1.250 0.870 -0.557 -0.08
C 0.085 0.229 -0.813 -0.37
C 1.378 0.952 -0.465 -0.07
C 0.135 -1.074 -1.117 -0.19
N -0.926 -1.992 -1.014 0.04
H -2.064 0.272 -0.967 0.07
H -1.299 1.843 -1.056 0.08
H -1.450 1.025 0.511 0.07
H 1.245 1.637 0.370 0.07
H 1.730 1.480 -1.356 0.07
H 2.129 0.208 -0.216 0.07
H 1.029 -1.520 -1.531 0.11
H -0.615 -2.942 -1.059 0.07
H -1.535 -1.750 -0.253 0.07
O 0.712 -0.042 3.245 -0.06
H 0.343 0.223 2.392 0.01
H 0.354 0.580 3.885 0.03

No. 5
17
Properties=species:S:1:pos:R:3:lowdin_charge:R:1 method="wB97M-V/def2-TZVPD" smiles=CNC[C@@H](C)O spin_multiplicity=1 homo_energy_ev=-9.541 homo_lumo_gap_ev=10.495
C -1.501 -0.046 1.730 -0.12
N -0.047 -0.029 1.548 -0.13
C 0.416 -0.848 0.405 -0.18
C 0.790 0.012 -0.816 -0.43
C 0.111 -0.375 -2.123 -0.05
O 0.604 1.408 -0.593 -0.05
H -1.829 0.801 2.303 0.07
H -1.982 0.039 0.749 0.08
H -1.878 -0.988 2.127 0.08
H 0.322 -0.492 2.363 0.10
H -0.275 -1.670 0.187 0.12
H 1.256 -1.399 0.784 0.11
H 1.873 -0.125 -0.907 0.13
H 0.482 0.315 -2.878 0.07
H -0.950 -0.177 -1.977 0.08
H 0.405 -1.345 -2.514 0.08
H 0.203 1.458 0.291 0.06

No. 6
17
Properties=species:S:1:pos:R:3:lowdin_charge:R:1 method="wB97M-V/def2-TZVPD" smiles="C=C(C)NC.O" spin_multiplicity=1 homo_energy_ev=-8.209 homo_lumo_gap_ev=9.000
C 0.305 -0.547 1.641 0.01
C -0.378 -0.545 0.477 -0.43
C -1.886 -0.358 0.534 -0.06
N 0.126 -0.649 -0.799 -0.08
C -0.231 0.131 -1.943 -0.11
H -0.164 -0.439 2.621 0.06
H 1.409 -0.534 1.535 0.04
H -2.311 0.562 0.129 0.08
H -2.293 -0.596 1.532 0.08
H -2.344 -1.191 0.064 0.06
H 1.089 -0.966 -0.769 0.12
H 0.020 1.211 -1.848 0.08
H -1.330 0.143 -2.005 0.08
H 0.381 -0.206 -2.821 0.10
O 2.628 1.785 0.470 -0.08
H 2.698 0.961 -0.042 0.02
H 2.282 1.239 1.224 0.02

No. 7
17
Properties=species:S:1:pos:R:3:lowdin_charge:R:1 method="wB97M-V/def2-TZVPD" smiles="C=CO.CCN" spin_multiplicity=1 homo_energy_ev=-9.067 homo_lumo_gap_ev=9.865
C -2.594 3.145 2.441 0.03
C -3.222 2.162 3.201 -0.24
O -4.192 1.199 2.786 -0.09
H -1.940 3.834 2.796 0.00
H -2.922 3.333 1.354 0.09
H -3.174 2.192 4.244 0.07
H -3.746 0.355 3.197 0.14
C 2.334 -0.694 -2.675 -0.08
C 1.995 -1.519 -1.269 -0.29
N 2.419 -2.930 -1.533 -0.10
H 3.265 -1.108 -3.086 0.06
H 2.307 0.332 -2.430 0.03
H 1.431 -0.977 -3.233 0.06
H 0.950 -1.523 -1.071 0.08
H 2.648 -1.098 -0.542 0.07
H 2.854 -3.094 -2.600 0.12
H 1.589 -3.608 -1.582 0.07

No. 8
17
Properties=species:S:1:pos:R:3:lowdin_charge:R:1 method="wB97M-V/def2-TZVPD" smiles="CC(N)=O.CC" spin_multiplicity=1 homo_energy_ev=-9.513 homo_lumo_gap_ev=10.260
C 0.545 -1.015 -2.545 -0.01
C 1.028 -0.468 -1.172 -0.48
N 1.861 -1.247 -0.367 0.16
O 0.785 0.679 -0.716 -0.04
H 1.296 -0.869 -3.241 0.03
H -0.536 -0.574 -2.944 0.15
H 0.262 -2.094 -2.318 0.09
H 2.266 -0.956 0.462 0.08
H 2.072 -2.163 -0.626 0.07
C -0.805 1.605 1.211 -0.15
C -1.638 0.696 2.193 -0.15
H -0.100 2.238 1.723 0.06
H -0.357 0.812 0.602 0.01
H -1.239 2.184 0.457 0.04
H -1.435 0.691 3.310 0.07
H -2.737 0.768 2.018 0.06
H -1.269 -0.288 1.953 0.03

No. 9
17
Properties=species:S:1:pos:R:3:lowdin_charge:R:1 method="wB97M-V/def2-TZVPD" smiles=CNC[C@@H](C)O spin_multiplicity=1 homo_energy_ev=-8.380 homo_lumo_gap_ev=9.363
C -0.960 1.874 0.049 -0.20
N 0.429 1.693 0.195 -0.12
C 0.929 0.322 -0.316 -0.12
C -0.165 -0.797 0.073 -0.41
C 0.249 -2.059 -0.660 -0.06
O -0.084 -0.937 1.488 -0.04
H -1.027 2.955 0.254 0.09
H -1.423 1.645 -0.806 0.04
H -1.648 1.475 0.865 0.10
H 0.725 1.985 1.176 0.13
H 1.857 0.011 0.037 0.09
H 0.975 0.373 -1.396 0.10
H -1.135 -0.503 -0.170 0.09
H -0.725 -2.552 -1.056 0.10
H 0.487 -2.847 0.033 0.07
H 0.758 -1.891 -1.622 0.08
H 0.755 -0.747 1.855 0.06

No. 10
17
Properties=species:S:1:pos:R:3:lowdin_charge:R:1 method="wB97M-V/def2-TZVPD" smiles=CONC(C)C spin_multiplicity=1 homo_energy_ev=-9.531 homo_lumo_gap_ev=10.545
C 2.461 -0.336 -0.437 -0.17
O 1.548 -0.614 0.586 -0.22
N 0.349 0.488 0.834 0.05
C -0.540 0.004 -0.129 -0.45
C -1.232 -1.282 0.250 -0.07
C -1.608 1.313 0.157 -0.03
H 3.070 0.553 -0.209 0.08
H 1.984 -0.164 -1.420 0.07
H 3.129 -1.198 -0.549 0.09
H 0.807 1.345 0.520 0.10
H -0.221 0.045 -1.179 0.12
H -0.529 -2.105 0.135 0.07
H -1.546 -1.248 1.291 0.08
H -2.101 -1.454 -0.385 0.08
H -2.344 1.160 -0.629 0.06
H -2.062 1.196 1.134 0.06
H -1.165 2.297 0.029 0.06

No. 11
17
Properties=species:S:1:pos:R:3:lowdin_charge:R:1 method="wB97M-V/def2-TZVPD" smiles="CC(N)=O.CC" spin_multiplicity=1 homo_energy_ev=-9.847 homo_lumo_gap_ev=10.692
C -0.663 1.614 -1.814 -0.02
C 0.720 0.941 -1.641 -0.55
N 0.643 -0.469 -1.641 0.14
O 1.764 1.531 -1.521 0.05
H -0.833 2.176 -2.818 0.12
H -0.822 2.483 -1.204 0.06
H -1.469 0.892 -1.574 0.07
H 1.486 -1.006 -1.465 0.11
H -0.162 -0.674 -1.179 -0.01
C -0.339 -1.388 1.273 -0.16
C 0.125 -0.457 2.396 -0.16
H -0.824 -2.303 1.610 0.06
H -0.817 -0.799 0.523 0.02
H 0.736 -1.703 0.853 0.10
H -0.132 0.582 2.181 0.07
H -0.471 -0.784 3.298 0.08
H 1.059 -0.637 2.724 0.01

No. 12
17
Properties=species:S:1:pos:R:3:lowdin_charge:R:1 method="wB97M-V/def2-TZVPD" smiles="C=CC.NCO" spin_multiplicity=1 homo_energy_ev=-8.519 homo_lumo_gap_ev=9.255
C -3.086 3.011 -1.375 -0.03
C -1.954 3.204 -0.690 -0.24
C -1.780 4.012 0.581 -0.14
H -3.422 2.075 -1.817 0.04
H -3.541 3.870 -1.862 0.06
H -0.911 2.853 -0.778 0.09
H -2.351 3.546 1.375 0.07
H -2.014 5.112 0.490 0.08
H -0.772 4.207 0.965 0.06
N 1.536 -4.134 0.555 -0.01
C 2.905 -3.602 0.487 -0.36
O 3.884 -4.604 0.321 -0.06
H 0.852 -3.392 0.577 0.06
H 1.344 -4.672 -0.287 0.06
H 2.954 -3.103 1.461 0.11
H 2.943 -2.937 -0.368 0.10
H 3.411 -5.446 0.364 0.08